No. 1
{"formula": "C30H26ClF3IrO2SbSe3Te", "method": "ωB97M-V with the def2-TZVPD basis set", "e_above_lowest_kj_mol": 146.7, "total_charge": -1, "multiplicity": 2, "lumo_ev": [1.82, 1.14], "species": ["Ir", "Se", "Se", "Te", "Se", "Cl", "C", "C", "C", "C", "O", "C", "C", "O", "C", "H", "H", "H", "H", "C", "C", "C", "C", "C", "H", "H", "H", "H", "H", "H", "H", "H", "H", "H", "F", "C", "C", "C", "C", "C", "C", "Sb", "C", "C", "C", "C", "F", "C", "C", "C", "C", "C", "C", "F", "C", "C", "H", "H", "H", "H", "H", "H", "H", "H", "H", "H", "H", "H"], "positions_angstrom": [[1.21, 1.02, -0.22], [1.29, 3.43, 1.22], [2.87, 4.19, 2.64], [0.43, 2.83, 4.93], [-0.53, 2.74, 2.69], [1.44, 1.03, -7.55], [1.03, 1.20, -5.87], [-0.27, 0.89, -5.44], [-0.61, 1.03, -4.12], [0.31, 1.47, -3.13], [-0.08, 1.60, -1.92], [1.64, 1.76, -3.60], [2.69, 2.22, -2.74], [2.68, 2.29, -1.50], [1.96, 1.63, -4.96], [-0.99, 0.55, -6.17], [-1.62, 0.79, -3.78], [3.60, 2.56, -3.26], [2.96, 1.88, -5.29], [3.47, 0.34, 2.78], [3.70, -0.01, 1.30], [4.44, -1.35, 1.21], [4.54, 1.08, 0.63], [2.34, -0.14, 0.67], [4.44, 0.41, 3.29], [2.89, -0.44, 3.29], [2.96, 1.29, 2.90], [5.43, -1.27, 1.67], [4.57, -1.66, 0.17], [3.88, -2.13, 1.73], [5.50, 1.19, 1.16], [4.04, 2.05, 0.66], [4.75, 0.82, -0.41], [1.99, -1.19, 0.78], [-1.75, -5.03, -3.03], [-1.58, -3.96, -2.22], [-0.47, -3.15, -2.41], [-0.31, -2.05, -1.58], [-1.25, -1.76, -0.59], [-2.35, -2.59, -0.44], [-2.53, -3.70, -1.25], [-0.92, -0.04, 0.63], [-1.22, -0.89, 2.54], [-0.10, -1.29, 3.26], [-0.23, -1.87, 4.51], [-1.50, -2.04, 5.02], [-1.65, -2.61, 6.24], [-2.64, -1.65, 4.33], [-2.48, -1.08, 3.08], [-2.81, 0.85, 0.25], [-3.36, 0.70, -1.02], [-4.58, 1.27, -1.35], [-5.24, 2.00, -0.38], [-6.43, 2.56, -0.69], [-4.72, 2.18, 0.89], [-3.50, 1.60, 1.19], [0.24, -3.39, -3.19], [0.54, -1.40, -1.71], [-3.09, -2.38, 0.33], [-3.38, -4.36, -1.15], [0.89, -1.13, 2.86], [0.63, -2.17, 5.09], [-3.61, -1.80, 4.78], [-3.36, -0.76, 2.54], [-2.83, 0.13, -1.78], [-5.01, 1.16, -2.33], [-5.27, 2.77, 1.62], [-3.08, 1.76, 2.18]]}

=====

No. 2
{"formula": "C30H26F6N2O4S2SeTeV", "method": "ωB97M-V with the def2-TZVPD basis set", "e_above_lowest_kj_mol": 0.0, "total_charge": -2, "multiplicity": 4, "lumo_ev": [3.34, 3.34], "species": ["V", "C", "C", "C", "C", "C", "C", "C", "F", "C", "C", "C", "O", "C", "C", "N", "C", "C", "O", "O", "H", "H", "H", "H", "H", "H", "H", "H", "H", "H", "H", "S", "C", "N", "C", "C", "C", "C", "C", "C", "S", "H", "H", "H", "H", "F", "Te", "F", "F", "F", "F", "O", "C", "C", "C", "C", "C", "C", "Se", "C", "C", "C", "H", "H", "H", "H", "H", "H", "H", "H", "H", "H", "H"], "positions_angstrom": [[-0.92, 1.10, -1.98], [4.63, -0.04, 3.02], [3.48, 0.75, 3.63], [3.00, 0.08, 4.91], [1.86, 0.86, 5.53], [0.75, 1.00, 4.53], [-0.57, 1.10, 4.93], [-1.58, 1.22, 3.99], [-2.85, 1.31, 4.45], [-1.33, 1.25, 2.65], [0.00, 1.15, 2.22], [0.28, 1.20, 0.78], [-0.69, 1.34, 0.01], [1.65, 1.17, 0.40], [2.59, 1.03, 1.37], [2.35, 0.89, 2.70], [1.04, 1.01, 3.15], [2.14, 1.32, -1.04], [3.34, 1.56, -1.17], [1.28, 1.15, -1.94], [5.34, -0.29, 3.80], [5.17, 0.50, 2.25], [4.26, -0.97, 2.58], [3.84, 1.76, 3.88], [3.85, 0.00, 5.60], [2.67, -0.94, 4.67], [2.22, 1.86, 5.82], [1.49, 0.38, 6.43], [-0.83, 1.08, 5.98], [-2.11, 1.33, 1.91], [3.62, 1.04, 1.04], [-0.26, 1.94, -4.56], [-0.50, 3.31, -3.65], [-0.75, 3.25, -2.35], [-0.96, 4.47, -1.77], [-1.27, 4.70, -0.43], [-1.44, 6.00, 0.01], [-1.32, 7.08, -0.86], [-1.02, 6.87, -2.20], [-0.84, 5.57, -2.65], [-0.48, 4.98, -4.25], [-1.37, 3.86, 0.24], [-1.69, 6.18, 1.05], [-1.47, 8.09, -0.50], [-0.93, 7.70, -2.88], [-5.38, 0.19, -2.97], [-3.54, -0.55, -3.21], [-4.25, -1.92, -4.50], [-1.21, -0.72, -1.35], [-3.66, 0.50, -4.78], [-1.76, -0.96, -4.00], [-2.69, 1.18, -2.47], [-2.06, -7.21, -1.57], [-1.29, -5.92, -1.69], [-0.92, -5.20, -0.56], [-0.22, -4.01, -0.65], [0.09, -3.23, 0.59], [0.15, -3.52, -1.92], [1.15, -1.92, -2.04], [-0.28, -4.20, -3.08], [-0.05, -3.66, -4.46], [-0.98, -5.39, -2.93], [-2.18, -7.50, -0.53], [-1.55, -8.02, -2.09], [-3.05, -7.12, -2.01], [-1.19, -5.58, 0.42], [-0.36, -3.71, 1.46], [-0.31, -2.21, 0.50], [1.16, -3.13, 0.75], [0.97, -3.31, -4.59], [-0.70, -2.79, -4.61], [-0.28, -4.42, -5.21], [-1.30, -5.92, -3.83]]}

=====

No. 3
{"formula": "C30H27N5O11STi", "method": "ωB97M-V with the def2-TZVPD basis set", "e_above_lowest_kj_mol": 72.4, "total_charge": -1, "multiplicity": 2, "lumo_ev": [2.16, 2.16], "species": ["Ti", "C", "O", "C", "C", "C", "C", "C", "C", "N", "N", "C", "O", "C", "C", "C", "C", "C", "C", "C", "O", "H", "H", "H", "H", "H", "H", "H", "H", "H", "H", "H", "H", "O", "C", "O", "C", "C", "N", "N", "C", "C", "O", "O", "H", "H", "H", "C", "C", "C", "C", "C", "C", "C", "S", "O", "O", "N", "C", "C", "C", "O", "O", "H", "H", "H", "H", "H", "H", "H", "H", "H", "H", "H", "H"], "positions_angstrom": [[0.59, 0.86, 0.85], [-0.55, 2.13, -2.96], [0.52, 1.52, -3.70], [1.75, 1.36, -3.11], [2.83, 1.43, -3.98], [4.13, 1.26, -3.49], [4.34, 1.06, -2.14], [3.26, 0.99, -1.25], [3.51, 0.88, 0.16], [2.55, 0.91, 1.08], [2.96, 1.05, 2.41], [1.94, 1.07, 3.19], [0.72, 0.90, 2.73], [2.15, 1.46, 4.61], [1.07, 1.89, 5.37], [1.26, 2.30, 6.69], [2.53, 2.28, 7.25], [3.61, 1.84, 6.49], [3.42, 1.43, 5.17], [1.94, 1.09, -1.76], [0.92, 0.90, -0.92], [-1.30, 2.41, -3.69], [-0.99, 1.45, -2.24], [-0.21, 3.02, -2.43], [2.64, 1.63, -5.02], [4.97, 1.32, -4.17], [5.35, 0.96, -1.75], [4.53, 0.85, 0.52], [0.09, 1.90, 4.92], [0.41, 2.65, 7.27], [2.68, 2.61, 8.27], [4.60, 1.82, 6.92], [4.25, 1.09, 4.57], [-5.80, 2.98, 0.57], [-4.48, 3.36, 0.64], [-4.23, 4.51, 0.64], [-3.50, 2.23, 0.71], [-3.81, 0.89, 0.69], [-2.68, 0.20, 0.78], [-1.63, 1.01, 0.84], [-2.08, 2.25, 0.80], [-0.98, 3.30, 0.79], [-1.23, 4.47, 0.69], [0.20, 2.75, 0.87], [-5.89, 2.02, 0.59], [-4.75, 0.35, 0.61], [-2.56, -0.79, 0.70], [-0.14, -1.50, -5.56], [-0.84, -2.08, -4.36], [-1.58, -3.26, -4.45], [-2.23, -3.78, -3.34], [-2.15, -3.10, -2.13], [-1.42, -1.92, -2.02], [-0.76, -1.43, -3.13], [-2.90, -3.80, -0.72], [-3.34, -2.71, 0.12], [-3.85, -4.79, -1.16], [-1.75, -4.63, 0.10], [-0.45, -4.02, 0.49], [-0.52, -3.13, 1.74], [0.46, -1.99, 1.64], [1.50, -2.01, 2.28], [0.09, -1.04, 0.79], [-0.09, -2.21, -6.39], [0.87, -1.18, -5.31], [-0.67, -0.60, -5.91], [-1.65, -3.77, -5.40], [-2.81, -4.69, -3.41], [-1.35, -1.39, -1.07], [-0.16, -0.52, -3.04], [-1.66, -5.53, -0.37], [-0.01, -3.47, -0.34], [0.21, -4.86, 0.69], [-0.31, -3.70, 2.65], [-1.53, -2.72, 1.82]]}

=====

No. 4
{"formula": "C30H27N7O6Sn", "method": "ωB97M-V with the def2-TZVPD basis set", "e_above_lowest_kj_mol": 137.0, "lumo_ev": -0.55, "species": ["Sn", "O", "C", "C", "C", "C", "C", "C", "C", "O", "N", "N", "C", "C", "C", "C", "C", "C", "N", "H", "H", "H", "H", "H", "H", "H", "H", "H", "H", "O", "C", "O", "C", "C", "C", "C", "C", "C", "N", "C", "C", "C", "C", "C", "C", "N", "H", "H", "H", "H", "H", "H", "H", "H", "H", "H", "C", "C", "N", "O", "C", "C", "N", "O", "H", "H", "H", "H", "H", "H", "H"], "positions_angstrom": [[4.68, -12.36, 16.30], [8.13, -9.33, 17.10], [7.50, -8.13, 17.02], [8.17, -7.02, 17.56], [7.54, -5.77, 17.50], [6.30, -5.59, 16.95], [5.63, -6.70, 16.47], [6.21, -7.98, 16.48], [5.50, -9.15, 15.96], [6.09, -10.29, 16.09], [4.29, -8.98, 15.47], [3.66, -10.14, 15.22], [2.76, -10.16, 14.32], [2.05, -11.42, 14.04], [1.01, -11.44, 13.12], [0.36, -12.67, 12.87], [0.80, -13.81, 13.55], [1.89, -13.69, 14.43], [2.50, -12.53, 14.66], [7.48, -9.96, 16.73], [9.15, -7.17, 18.03], [8.06, -4.93, 17.99], [5.85, -4.60, 16.94], [4.65, -6.55, 16.04], [2.56, -9.29, 13.69], [0.67, -10.52, 12.63], [-0.46, -12.71, 12.17], [0.28, -14.75, 13.52], [2.31, -14.53, 14.95], [6.40, -17.46, 11.75], [7.10, -17.71, 12.87], [7.59, -18.77, 13.05], [7.15, -16.60, 13.87], [7.28, -16.97, 15.19], [7.28, -15.99, 16.20], [7.12, -14.65, 15.85], [7.03, -14.30, 14.51], [7.00, -15.26, 13.52], [6.87, -13.71, 16.81], [7.75, -13.28, 17.62], [7.34, -12.32, 18.69], [8.27, -11.79, 19.56], [7.86, -10.83, 20.49], [6.53, -10.47, 20.51], [5.67, -11.06, 19.59], [6.07, -11.95, 18.69], [5.96, -16.60, 11.80], [7.42, -18.00, 15.46], [7.31, -16.27, 17.25], [6.91, -13.26, 14.22], [6.89, -14.99, 12.45], [8.81, -13.55, 17.54], [9.29, -12.14, 19.56], [8.52, -10.43, 21.25], [6.15, -9.78, 21.26], [4.64, -10.80, 19.60], [1.39, -13.49, 19.55], [2.39, -13.39, 18.40], [2.88, -12.29, 17.97], [2.42, -11.13, 18.68], [2.78, -14.65, 17.75], [2.03, -15.99, 17.91], [3.76, -14.48, 16.89], [4.18, -15.40, 16.12], [1.56, -12.66, 20.21], [1.60, -14.44, 20.08], [0.38, -13.49, 19.15], [1.80, -10.75, 18.07], [2.32, -16.51, 18.81], [2.25, -16.61, 17.07], [0.97, -15.81, 18.01]]}

=====

No. 5
{"formula": "C30H28AsHgN2S2", "method": "ωB97M-V with the def2-TZVPD basis set", "e_above_lowest_kj_mol": 0.0, "total_charge": -2, "multiplicity": 2, "lumo_ev": [4.31, 4.31], "species": ["Hg", "C", "C", "C", "C", "C", "C", "C", "C", "C", "C", "H", "H", "H", "H", "H", "H", "H", "H", "H", "H", "H", "H", "H", "H", "S", "C", "N", "S", "C", "N", "C", "C", "C", "C", "C", "C", "As", "C", "C", "C", "C", "C", "C", "C", "C", "C", "C", "C", "C", "H", "H", "H", "H", "H", "H", "H", "H", "H", "H", "H", "H", "H", "H"], "positions_angstrom": [[-0.07, 0.87, -0.71], [-3.05, 5.33, -0.68], [-2.76, 3.84, -0.81], [-3.90, 3.01, -0.21], [-1.38, 3.52, -0.24], [-1.20, 3.01, 1.04], [0.08, 2.81, 1.54], [1.20, 3.14, 0.79], [2.57, 2.96, 1.34], [1.01, 3.64, -0.49], [-0.26, 3.83, -0.99], [-4.01, 5.57, -1.13], [-2.28, 5.94, -1.16], [-3.09, 5.63, 0.37], [-2.70, 3.59, -1.88], [-4.09, 3.28, 0.82], [-3.68, 1.94, -0.24], [-4.83, 3.17, -0.76], [-2.05, 2.78, 1.64], [0.21, 2.41, 2.53], [3.00, 2.01, 1.03], [2.57, 3.00, 2.43], [3.24, 3.76, 0.99], [1.87, 3.89, -1.09], [-0.39, 4.25, -1.98], [2.04, 1.29, -1.79], [3.58, 1.59, -2.58], [4.60, 1.79, -3.09], [-2.67, -0.16, -4.76], [-1.74, 0.21, -3.31], [-1.12, 0.45, -2.36], [3.54, -4.43, 2.81], [4.13, -3.68, 1.79], [3.40, -2.69, 1.13], [2.07, -2.44, 1.48], [1.48, -3.20, 2.51], [2.21, -4.19, 3.17], [1.11, -1.02, 0.51], [-0.58, -1.47, 1.15], [-1.24, -1.10, 2.31], [-2.52, -1.64, 2.53], [-3.09, -2.52, 1.59], [-2.40, -2.87, 0.43], [-1.12, -2.34, 0.19], [-0.24, -2.66, -1.01], [-0.60, -3.52, -2.06], [0.32, -3.74, -3.11], [1.58, -3.11, -3.10], [1.94, -2.26, -2.06], [1.03, -2.05, -1.04], [4.10, -5.19, 3.33], [5.16, -3.87, 1.51], [3.87, -2.12, 0.34], [0.46, -3.05, 2.82], [1.74, -4.76, 3.96], [-0.78, -0.43, 3.02], [-3.06, -1.38, 3.43], [-4.07, -2.93, 1.78], [-2.86, -3.56, -0.28], [-1.56, -4.01, -2.08], [0.05, -4.40, -3.92], [2.27, -3.30, -3.91], [2.91, -1.77, -2.04], [0.07, -0.66, -1.40]]}

=====

No. 6
{"formula": "C30H28B2F2N6Tc", "method": "ωB97M-V with the def2-TZVPD basis set", "e_above_lowest_kj_mol": 207.5, "total_charge": 2, "multiplicity": 4, "lumo_ev": [-6.09, -9.39], "species": ["Tc", "C", "C", "C", "C", "N", "N", "B", "N", "N", "C", "C", "C", "C", "C", "C", "C", "C", "C", "C", "N", "N", "C", "C", "C", "C", "C", "C", "C", "C", "C", "C", "C", "C", "C", "C", "C", "C", "H", "H", "H", "H", "H", "H", "H", "H", "H", "H", "H", "H", "H", "H", "H", "H", "H", "H", "H", "H", "H", "H", "H", "H", "H", "H", "H", "H", "F", "B", "F"], "positions_angstrom": [[0.57, 0.51, 0.37], [0.94, 0.76, -5.06], [1.36, 0.93, -3.64], [2.55, 1.41, -3.11], [2.37, 1.41, -1.73], [1.16, 0.90, -1.47], [0.53, 0.62, -2.62], [-0.87, 0.08, -2.47], [-1.75, 0.93, -1.54], [-1.32, 1.18, -0.26], [-2.33, 1.76, 0.39], [-3.40, 1.97, -0.49], [-3.00, 1.42, -1.70], [-3.73, 1.33, -2.99], [-2.26, 1.97, 1.84], [-1.05, 1.91, 2.53], [-1.00, 1.97, 3.92], [-2.18, 2.12, 4.63], [-3.39, 2.20, 3.96], [-3.43, 2.12, 2.58], [-0.69, -1.34, -1.69], [-0.23, -1.44, -0.45], [-0.22, -2.78, -0.15], [-0.69, -3.50, -1.28], [-1.01, -2.57, -2.22], [-1.58, -2.75, -3.58], [0.08, -3.34, 1.11], [-0.02, -2.60, 2.32], [0.31, -3.19, 3.51], [0.75, -4.52, 3.53], [0.83, -5.28, 2.36], [0.49, -4.71, 1.16], [3.09, 1.81, -0.52], [4.46, 1.68, -0.33], [5.02, 2.02, 0.89], [4.24, 2.49, 1.94], [2.88, 2.66, 1.77], [2.30, 2.31, 0.55], [1.75, 1.06, -5.73], [0.71, -0.28, -5.27], [0.07, 1.36, -5.28], [3.41, 1.77, -3.66], [-1.38, -0.14, -3.52], [-4.34, 2.43, -0.28], [-4.71, 1.78, -2.89], [-3.19, 1.84, -3.78], [-3.86, 0.29, -3.29], [-0.09, 1.91, 2.00], [-0.05, 1.92, 4.43], [-2.16, 2.18, 5.71], [-4.31, 2.33, 4.51], [-4.39, 2.14, 2.07], [-0.83, -4.57, -1.35], [-1.73, -3.82, -3.76], [-2.54, -2.25, -3.68], [-0.91, -2.37, -4.35], [-0.43, -1.61, 2.29], [0.23, -2.63, 4.43], [1.02, -4.97, 4.48], [1.17, -6.30, 2.41], [0.57, -5.27, 0.24], [5.08, 1.30, -1.13], [6.09, 1.91, 1.03], [4.71, 2.76, 2.88], [2.27, 3.09, 2.56], [1.31, 2.74, 0.31], [3.20, -0.64, 1.60], [1.96, -0.24, 1.84], [1.60, -0.18, 3.13]]}